[1]
ORCA calculation (the ωB97M-V functional and the def2-TZVPD basis) on C8H18ClOPSi in the gas phase at a distorted geometry.

```
30
Properties=species:S:1:pos:R:3:forces:R:3
C -0.16387 -2.09516 -1.39187 0.4 1.2 -1.3
C 0.47726 -2.04540 -0.01172 -1.3 1.1 0.9
C -0.65963 -2.06115 1.10111 0.7 -4.5 -3.1
C 1.42645 -3.24209 0.08583 -1.1 -0.1 4.6
C 0.99019 -0.64860 0.17851 4.7 0.7 -0.3
O 0.06822 0.28572 0.30388 1.4 -4.1 0.4
Si -0.31646 1.77994 0.13414 -0.7 4.5 -1.4
C 0.16911 3.04307 1.45532 1.6 -1.2 0.1
C -2.15440 1.62102 0.13360 -2.2 -0.6 -0.6
C 0.12805 2.51419 -1.55674 -0.2 -1.0 0.3
P 2.76670 -0.32592 0.16799 -2.7 -1.5 0.0
Cl 2.78409 1.68775 0.43530 0.3 0.6 0.0
H -0.30884 -3.16282 -1.64541 -1.1 0.7 0.1
H 0.55227 -1.74677 -2.19205 -0.3 -0.3 0.9
H -0.97012 -1.30224 -1.43552 0.2 -1.6 -0.2
H -1.24892 -2.94612 0.70938 0.2 0.7 1.3
H -1.28379 -1.26454 1.12978 -1.7 2.5 -0.5
H -0.31342 -2.17623 2.07849 0.9 -0.7 1.5
H 0.80518 -4.19447 0.19043 0.7 1.2 -0.8
H 1.87120 -3.20309 1.19350 -0.1 0.0 -2.6
H 2.12251 -3.25255 -0.71391 0.8 -0.3 -0.5
H 1.07101 3.67696 1.10438 -1.5 -1.2 1.1
H -0.70297 3.62036 1.42805 -1.3 1.5 0.1
H 0.17571 2.59642 2.50269 0.6 0.7 -1.3
H -2.71868 0.78610 -0.45583 1.5 1.1 1.0
H -2.47775 1.53032 1.17993 -0.2 0.0 -0.1
H -2.63223 2.52660 -0.27956 0.2 0.0 0.4
H 0.78120 1.92584 -2.18090 0.5 -0.4 0.0
H -0.77892 2.58019 -2.12633 -0.7 0.1 -0.3
H 0.54084 3.49269 -1.52246 0.4 0.9 0.3
```
Positions in Å, forces in eV/Å.

Its SMILES is CC(C)(C)/C(O[Si](C)(C)C)=P/Cl. For the lowest unoccupied orbital energy, the calculation gives 0.5 eV. The gap between HOMO and LUMO is 8.6 eV.

[2]
ORCA calculation (the ωB97M-V functional and the def2-TZVPD basis) on a molecular structure, C20H40AlBrClN2O3 at a distorted geometry.

```
68
Properties=species:S:1:pos:R:3:forces:R:3
O 5.73050 2.67025 -0.43210 1.6 -2.0 1.6
C 5.38441 3.70517 -0.82322 -2.3 0.6 -2.1
Br 6.36238 5.35000 -0.24466 -0.1 0.2 0.0
C 4.22549 3.85172 -1.76552 1.4 1.3 -0.1
Al 2.40350 4.10891 -0.87103 -0.5 0.1 -0.3
Cl 1.86910 6.30680 -1.03459 0.2 -0.5 0.1
H 4.21916 2.94953 -2.40006 -0.1 0.2 0.4
H 4.43024 4.73469 -2.40168 -0.4 -0.3 0.2
H 1.34818 3.25719 -1.73562 0.0 0.1 -0.1
H 2.31126 3.59693 0.63627 0.2 0.1 0.3
C 3.47424 -2.72930 -1.79056 -0.1 -0.4 -0.1
C 2.62086 -1.44950 -1.58448 1.7 -1.0 0.4
C 1.78200 -1.55577 -0.30438 -0.6 0.1 0.1
C 0.56564 -2.46601 -0.42204 0.1 -0.1 0.0
C -0.26927 -2.09893 -1.64183 0.1 0.3 0.4
C 0.55527 -2.07170 -2.93352 -0.6 -1.8 -0.9
N 1.77643 -1.22585 -2.80240 -1.5 1.8 1.6
O 1.39434 0.02479 -2.82022 0.6 -0.3 -0.6
C 0.92776 -3.51895 -3.32070 0.3 -0.2 0.1
C -0.33343 -1.60075 -4.08986 0.1 0.7 0.0
C 3.65176 -0.33490 -1.36414 -0.4 0.6 -0.4
H 3.57263 -2.97976 -2.84821 -0.1 0.0 0.0
H 4.49323 -2.59872 -1.42473 -0.1 0.2 0.1
H 3.06704 -3.59707 -1.26752 0.0 0.0 -0.1
H 1.42730 -0.55914 -0.01986 0.1 0.0 -0.2
H 2.41208 -1.90038 0.52042 0.2 0.0 -0.1
H 0.87555 -3.51622 -0.46704 0.0 0.0 -0.1
H -0.04459 -2.36957 0.47853 0.0 0.0 0.0
H -1.09763 -2.80685 -1.74075 0.1 0.0 -0.2
H -0.72831 -1.11988 -1.47190 0.1 0.0 -0.1
H 1.56316 -3.53478 -4.20928 0.0 0.1 0.0
H 0.02751 -4.09262 -3.55060 -0.1 0.2 0.0
H 1.43456 -4.06875 -2.53132 0.1 0.1 0.0
H -0.76620 -0.61648 -3.91122 0.2 0.0 0.0
H -1.16769 -2.29089 -4.23017 0.1 -0.1 0.1
H 0.22862 -1.56306 -5.02590 0.0 0.0 0.0
H 4.27999 -0.18970 -2.24594 -0.1 0.0 0.0
H 4.30736 -0.58899 -0.53005 -0.1 -0.2 0.0
H 3.19098 0.61807 -1.11020 -0.1 0.0 -0.2
C -2.35831 0.00556 4.42109 -0.3 0.0 0.1
C -1.69422 0.32220 3.05444 0.2 -0.1 2.1
C -1.62581 1.83976 2.82368 -0.2 0.3 -0.5
C -2.95912 2.47504 2.43858 0.0 -0.1 0.1
C -3.59618 1.72801 1.27132 0.5 0.3 0.0
C -3.73104 0.22450 1.53698 -2.1 -0.1 0.4
N -2.44356 -0.38682 1.97295 1.3 1.7 -1.6
O -1.66432 -0.47669 0.93498 -0.2 -0.8 0.1
C -4.83051 0.00089 2.59688 0.1 0.0 0.4
C -4.28476 -0.46252 0.28362 0.6 -0.2 -0.3
C -0.25364 -0.18644 3.19842 0.1 -0.3 -0.7
H -2.95861 -0.90458 4.37427 0.0 0.1 -0.1
H -1.61614 -0.17342 5.19984 0.1 0.1 -0.1
H -2.99220 0.81811 4.78002 -0.1 -0.1 -0.1
H -0.90879 2.05479 2.02449 0.0 -0.2 0.0
H -1.23653 2.32968 3.71960 0.0 -0.2 0.1
H -3.63594 2.49721 3.29910 0.0 0.0 0.0
H -2.79542 3.51765 2.15768 0.0 0.0 0.0
H -4.57875 2.15711 1.05701 -0.1 -0.2 0.0
H -2.99087 1.89578 0.37432 0.1 -0.2 0.0
H -4.91777 -1.05757 2.85248 0.1 0.0 0.0
H -5.79855 0.32631 2.21167 0.1 0.0 -0.2
H -4.67556 0.56029 3.51616 0.1 -0.1 0.0
H -3.65845 -0.30146 -0.59408 0.1 0.0 0.1
H -5.27246 -0.06700 0.04172 0.0 0.1 0.2
H -4.38621 -1.53916 0.43927 0.1 0.0 0.0
H -0.22708 -1.26876 3.34916 0.0 0.0 0.0
H 0.21979 0.28394 4.06118 -0.2 0.1 0.0
H 0.36561 0.05804 2.33522 -0.1 -0.1 -0.1
```
Positions in Å, forces in eV/Å.

Its expectation value of S² is 2.0082. For the lowest unoccupied orbital energy (alpha / beta), the calculation gives 2.3 / 1.9 eV. The gap between HOMO and LUMO (alpha / beta) is 7.8 / 7.3 eV. As for the spin multiplicity: 3. As for the charge: -1.

[3]
ORCA calculation (the ωB97M-V functional and the def2-TZVPD basis) on C14H22F6NO3P in the gas phase at a distorted geometry.

```
47
Properties=species:S:1:pos:R:3:forces:R:3
C -0.40940 3.77092 2.80140 1.4 -1.0 0.2
C -0.44755 2.22831 2.80758 -0.3 -0.5 0.0
C -1.92369 1.83375 2.59852 0.8 -0.6 -0.6
C 0.00789 1.72596 4.17031 0.3 -0.3 -0.2
C 0.44144 1.58536 1.68551 -0.1 1.4 0.4
C 1.95555 1.92670 1.82664 0.0 0.4 -0.9
C 2.68730 1.69107 0.45139 0.6 0.6 0.4
C 4.24640 1.39854 0.74930 0.3 -1.4 -0.8
F 4.36341 0.36850 1.61424 -0.2 0.6 -0.6
F 4.91577 2.42874 1.29387 -0.8 -0.1 -0.3
F 4.92132 1.04858 -0.39905 -1.0 0.4 1.2
C 2.60889 2.97588 -0.44828 0.1 0.8 -0.4
F 3.23894 2.85938 -1.64172 -0.3 -0.2 1.0
F 1.33085 3.26279 -0.70094 -0.4 -0.3 -0.3
F 3.08371 4.10419 0.14787 0.2 -1.0 0.0
O 2.04575 0.66034 -0.33456 -0.4 0.3 0.9
P 1.25216 -0.54736 0.46375 -0.3 -3.0 0.0
O 2.19930 -1.47550 1.09818 -0.3 0.3 -0.2
N 0.29013 -1.41665 -0.69620 1.6 2.7 0.9
C -0.65988 -0.64767 -1.54181 0.3 -0.3 0.2
C -0.88467 -1.36178 -2.87123 0.2 -0.8 0.1
C -1.29076 -2.84975 -2.65703 -0.1 0.8 0.0
C -0.15741 -3.53709 -1.91229 -0.1 0.0 0.3
C 0.12330 -2.87933 -0.54094 0.0 0.0 -0.8
O 0.30997 0.13730 1.64159 0.7 0.9 -1.8
H -0.49724 4.18052 1.82784 -0.2 0.4 -1.2
H 0.53978 4.11988 3.21331 0.0 0.1 0.0
H -1.19876 4.17345 3.39690 -0.6 0.1 0.5
H -2.03525 0.74718 2.69109 -0.1 0.2 0.0
H -2.24593 2.12333 1.58966 -0.1 0.0 0.2
H -2.52679 2.33771 3.33914 -0.3 0.0 0.2
H -0.06277 0.64092 4.21855 -0.2 -0.1 0.1
H -0.61571 2.16580 4.93880 0.0 0.0 0.3
H 1.05965 1.96255 4.35108 -0.1 0.2 0.2
H 0.05385 2.02075 0.75186 0.2 -0.3 0.1
H 2.42186 1.28128 2.55884 -0.1 -0.3 0.2
H 2.16693 2.96052 2.16577 -0.4 -0.5 -0.3
H -0.26274 0.36296 -1.74707 0.1 -0.4 0.3
H -1.60155 -0.51412 -0.99948 -0.2 -0.1 -0.1
H 0.06421 -1.38112 -3.43935 -0.3 0.1 0.3
H -1.59376 -0.81578 -3.48100 -0.3 0.1 0.0
H -1.41460 -3.32486 -3.62353 -0.1 -0.1 -0.3
H -2.26998 -2.97479 -2.13790 0.7 0.3 -0.1
H 0.74245 -3.51372 -2.52227 0.2 0.2 -0.1
H -0.40014 -4.59907 -1.81410 0.1 0.1 0.4
H 1.03542 -3.31735 -0.11033 -0.4 0.4 0.1
H -0.73633 -3.05592 0.09740 -0.1 -0.2 0.4
```
Positions in Å, forces in eV/Å.

Its SMILES is CC(C)(C)[C@H]1CC(C(F)(F)F)(C(F)(F)F)O[P@](=O)(N2CCCCC2)O1. For the lowest unoccupied orbital energy, the calculation gives 0.6 eV. The gap between HOMO and LUMO is 9.9 eV. The energy above the lowest of the compared OMol25 structures with the same formula, charge and spin comes out at 0.0 kJ/mol.

[4]
ORCA calculation (the ωB97M-V functional and the def2-TZVPD basis) on 9 unconnected molecules or ions with the total composition C39H97BClNO30PS9 at a distorted geometry.

```
179
Properties=species:S:1:pos:R:3:forces:R:3
C 6.23572 -2.44090 3.31195 -0.1 -0.1 -0.5
C 6.30453 -2.40163 1.71647 -0.5 0.0 1.2
C 5.24907 -3.39272 1.04163 0.9 1.0 -1.6
C 4.19923 -2.54284 0.18807 0.2 0.3 0.0
C 3.68962 -3.27215 -1.09439 0.5 -1.0 0.6
C 3.13516 -1.96368 1.19071 0.8 0.8 1.1
O 2.99287 -0.53850 1.11947 -0.4 -1.9 -0.6
P 1.34218 0.05161 1.38722 1.7 -0.3 0.6
S 2.27887 1.99524 0.88392 0.5 1.1 -0.5
C 1.83077 0.11473 3.26123 -0.2 1.6 2.2
C 2.52409 1.43100 3.76802 1.5 -0.9 0.1
C 1.79204 2.71003 4.26251 1.0 -0.1 0.1
N 3.82346 1.44313 3.83255 -1.5 0.0 0.3
C -0.40173 0.76429 1.71616 -0.4 1.0 0.0
C -0.76586 2.08496 0.94425 -3.0 -0.6 -0.1
C -2.35872 2.04973 0.75957 0.6 0.5 -0.5
O -0.54258 3.28485 1.73356 0.6 -0.6 -0.4
O 1.20033 -0.11866 -0.32845 -1.7 -1.2 0.5
C -0.01783 -0.57187 -0.86766 -0.7 0.2 -2.4
C 0.24961 -1.41404 -2.20393 -0.8 0.5 0.1
O 0.81613 -1.57292 1.80833 1.0 -0.5 -1.2
C 1.72578 -2.63027 1.46231 -1.0 1.7 2.2
Cl 0.79050 -3.62578 0.26108 0.4 -0.6 -0.5
B 1.63688 -3.53307 2.81987 -0.4 -0.5 0.4
O 2.76904 -4.12234 3.46139 -1.0 0.3 -1.1
O 0.33462 -3.79292 3.38659 1.8 -0.3 -1.0
H 5.23467 -2.82901 3.62741 0.8 0.4 -0.2
H 6.34792 -1.41055 3.74613 0.1 -1.0 -0.3
H 7.00707 -3.13579 3.72588 -0.5 0.6 -0.2
H 7.34436 -2.63099 1.37372 -0.8 0.1 0.3
H 6.11107 -1.33249 1.43717 0.0 -1.0 0.0
H 5.85012 -3.96703 0.27679 -0.8 0.1 0.9
H 4.75930 -4.06252 1.78633 0.4 0.5 -0.6
H 4.79736 -1.65374 -0.16378 -0.8 -0.7 0.4
H 4.58444 -3.49772 -1.74145 -0.9 0.4 0.4
H 2.89829 -2.72763 -1.65606 0.7 -0.3 0.5
H 3.27952 -4.27844 -0.78777 0.2 1.0 -0.4
H 3.65504 -2.09772 2.19392 -0.7 -0.2 -0.8
H 3.13293 1.68922 -0.15664 -0.8 -0.2 0.8
H 0.94325 -0.04252 3.94788 0.6 0.1 -1.0
H 2.54223 -0.71080 3.55471 -0.6 0.7 -0.7
H 0.94889 2.47983 4.95627 0.4 0.2 -0.8
H 2.55380 3.29904 4.85015 -0.7 -0.7 -0.6
H 1.50293 3.36205 3.40391 -0.3 -0.8 0.6
H 4.15980 0.52556 3.50854 -0.1 0.4 -0.1
H -0.54491 1.02779 2.80451 0.4 -0.3 -1.0
H -1.21731 0.01307 1.51968 1.0 0.6 0.0
H -0.36713 2.16170 -0.09175 0.3 -0.1 1.0
H -2.86256 1.98926 1.76055 0.4 -0.2 -0.9
H -2.62917 1.20808 0.07542 0.0 0.5 0.7
H -2.70551 2.99728 0.25260 0.3 -0.8 0.5
H -0.51788 4.01167 1.09800 0.1 -0.1 0.1
H -0.63548 0.31444 -1.21622 0.5 -0.7 0.6
H -0.69034 -1.18573 -0.22767 0.9 0.4 0.1
H -0.21443 -2.42177 -2.07697 0.8 0.6 -0.3
H 1.33096 -1.44166 -2.47038 -0.8 -0.2 0.4
H -0.27795 -0.94074 -3.08343 0.5 -0.3 0.9
H 2.78617 -5.06601 3.24569 0.1 0.2 0.4
H 0.11055 -4.66708 3.02924 -0.4 0.3 0.2
O 0.35097 -3.98528 -4.47679 0.3 -0.5 -0.4
S -0.13157 -4.93419 -5.43908 -0.8 0.4 -0.2
O 0.56826 -6.16280 -5.71218 0.1 0.5 0.2
O -0.40988 -4.17344 -6.83210 -0.2 -0.4 0.5
C 0.65363 -3.40951 -7.40972 0.8 0.3 -0.4
C 1.68267 -4.29582 -8.08666 0.1 -0.3 0.1
C -1.81336 -5.32387 -5.05986 -0.1 0.0 -0.1
H 1.11838 -2.76882 -6.65583 -0.1 -0.1 0.1
H 0.19765 -2.75416 -8.15299 -0.3 -0.1 0.2
H 2.22058 -4.90221 -7.35657 0.0 0.1 0.0
H 2.41304 -3.69166 -8.62787 -0.1 0.1 0.0
H 1.20028 -4.98229 -8.78526 0.0 0.1 0.0
H -2.36097 -4.39767 -4.89929 0.1 0.0 0.0
H -1.81778 -5.92757 -4.15258 0.1 0.0 0.0
H -2.23805 -5.89026 -5.88645 0.1 0.0 0.0
O -4.18607 6.40578 -0.27834 -0.4 -0.4 0.1
S -4.95744 5.77448 0.75716 -0.1 0.2 0.5
O -5.32284 4.38728 0.69077 0.2 0.5 -0.3
O -6.28567 6.64883 1.02535 0.6 -0.1 0.3
C -7.13617 6.95002 -0.08610 -0.5 -0.1 -0.8
C -7.98576 5.75784 -0.48396 0.3 -0.2 0.0
C -4.17491 6.07274 2.31414 -0.1 0.1 0.0
H -6.54754 7.31664 -0.93154 0.2 0.0 0.2
H -7.78643 7.76663 0.23166 0.2 0.0 0.3
H -7.36807 4.95506 -0.89083 0.0 0.1 0.0
H -8.71568 6.04119 -1.24446 0.0 0.1 0.1
H -8.51065 5.35524 0.37762 0.0 0.1 -0.1
H -3.93822 7.13171 2.39244 0.0 0.0 0.0
H -3.26193 5.47800 2.34531 -0.1 0.0 -0.1
H -4.84860 5.76373 3.11090 0.0 0.0 -0.1
O -2.69875 -7.44567 7.07343 0.5 0.0 0.3
S -1.42227 -8.08092 7.25551 0.4 -0.1 -0.6
O -0.64693 -7.88519 8.44870 -0.5 0.1 -0.2
O -0.49779 -7.77426 5.97468 -0.5 -0.6 0.4
C -0.29679 -6.40628 5.58689 0.3 1.0 0.0
C 0.70417 -5.70759 6.48581 0.0 0.0 0.3
C -1.60167 -9.81873 6.98039 0.1 0.0 -0.1
H -1.24781 -5.86880 5.56240 0.0 -0.2 0.1
H 0.09018 -6.42463 4.56760 -0.1 -0.4 0.1
H 0.31072 -5.59223 7.49699 0.0 0.0 -0.1
H 0.93845 -4.71532 6.09780 0.0 -0.1 -0.1
H 1.62580 -6.28825 6.56127 0.0 0.0 -0.1
H -2.14833 -9.97407 6.05278 0.0 0.1 0.0
H -2.15858 -10.23147 7.82007 0.0 0.1 0.0
H -0.61289 -10.27040 6.93064 0.0 0.1 0.0
O 6.07413 -3.85070 -3.87737 0.6 0.0 0.2
S 7.34213 -4.50386 -3.70883 0.1 -0.2 -0.3
O 8.13953 -4.31339 -2.52991 -0.4 0.1 -0.3
O 8.25413 -4.21455 -5.00641 -0.3 -0.5 0.3
C 8.46446 -2.85293 -5.39461 0.2 0.9 -0.1
C 9.48601 -2.16456 -4.50868 0.0 0.0 0.3
C 7.13090 -6.23982 -3.97051 0.1 0.0 -0.1
H 7.51772 -2.30662 -5.40414 0.0 -0.2 0.1
H 8.83413 -2.87563 -6.42085 -0.1 -0.3 0.0
H 9.10888 -2.04634 -3.49200 0.0 0.0 -0.1
H 9.72551 -1.17326 -4.89756 0.0 -0.1 -0.1
H 10.40261 -2.75431 -4.44744 0.0 0.0 -0.1
H 6.56777 -6.39191 -4.88883 0.0 0.1 0.0
H 6.58006 -6.63793 -3.11973 0.0 0.2 0.0
H 8.11144 -6.70791 -4.03228 0.0 0.1 0.0
O -0.56229 -7.84476 -1.53929 -0.3 -0.5 -0.4
S -0.07116 -8.66987 -2.60934 0.9 0.1 -0.1
O -0.90733 -9.05281 -3.71472 -0.1 0.2 0.5
O 0.59501 -9.99777 -1.97857 0.1 0.5 -0.2
C -0.19048 -10.78972 -1.08430 -0.6 -0.5 0.3
C -1.20626 -11.63914 -1.82580 -0.2 0.1 -0.2
C 1.41437 -7.95466 -3.24759 0.1 -0.1 0.2
H -0.67527 -10.15636 -0.33664 0.1 0.1 -0.1
H 0.50482 -11.44135 -0.55300 0.2 0.2 -0.1
H -1.96970 -11.01804 -2.29626 0.0 0.0 0.0
H -1.70517 -12.32712 -1.14052 0.1 0.0 0.0
H -0.72297 -12.21365 -2.61820 0.0 0.0 0.1
H 2.07240 -7.70715 -2.41680 -0.1 0.0 0.0
H 1.14417 -7.05303 -3.79467 -0.1 -0.1 0.0
H 1.88804 -8.66736 -3.91989 -0.1 0.0 0.0
O 2.26489 4.89032 -1.40496 -0.3 0.7 0.0
S 2.31324 5.94630 -0.43343 0.7 -0.4 0.5
O 1.17147 6.79052 -0.18451 0.1 -0.2 -0.3
O 3.58732 6.88572 -0.75225 -0.2 -0.3 0.3
C 3.71895 7.42694 -2.06845 -0.1 0.4 -0.7
C 2.77897 8.59620 -2.28864 -0.3 0.0 0.1
C 2.88783 5.30238 1.10770 0.1 0.3 0.0
H 3.56582 6.64980 -2.82212 -0.1 -0.1 0.2
H 4.75089 7.76863 -2.16337 0.0 -0.2 0.3
H 1.73790 8.26815 -2.28740 0.0 0.0 -0.1
H 2.97927 9.07905 -3.24681 0.1 0.0 0.0
H 2.88747 9.33212 -1.48951 0.1 0.0 -0.1
H 3.77838 4.70377 0.93191 -0.1 -0.1 0.0
H 2.09754 4.68152 1.52662 0.0 -0.1 -0.2
H 3.10309 6.13516 1.77620 0.0 0.0 -0.1
O 1.53920 11.74878 -1.01230 -0.5 0.1 -0.3
S 0.16665 11.36230 -0.81989 -0.3 -0.4 0.7
O -0.68709 11.02883 -1.92587 0.5 0.3 0.1
O -0.56689 12.48051 0.08418 0.3 -0.5 0.0
C -0.50901 13.84260 -0.34508 -0.1 0.7 -0.4
C -1.47292 14.11681 -1.48474 0.0 -0.2 -0.2
C 0.10222 10.04500 0.35726 0.0 0.1 0.0
H 0.51392 14.11527 -0.61818 0.0 -0.2 0.0
H -0.78639 14.45250 0.51604 0.0 -0.3 0.1
H -1.17148 13.58876 -2.39039 0.0 0.0 0.0
H -1.50655 15.18437 -1.71104 0.0 0.0 0.1
H -2.47767 13.77484 -1.23013 0.0 0.1 0.1
H 0.70941 10.31323 1.21930 0.0 0.0 -0.1
H 0.50094 9.14931 -0.12090 0.0 0.0 0.0
H -0.93448 9.88252 0.64546 0.0 0.0 -0.1
O -10.44810 4.50385 0.77345 -0.8 -0.3 0.0
S -11.13761 3.28500 1.10167 0.1 -0.4 0.5
O -12.10382 2.70404 0.21139 0.3 0.5 0.1
O -11.80097 3.43875 2.56292 0.5 -0.3 -0.4
C -12.66201 4.55577 2.80241 -0.7 0.6 0.0
C -14.03517 4.35189 2.18953 0.0 -0.1 -0.3
C -9.94715 2.04971 1.52788 0.0 0.0 0.1
H -12.20114 5.47910 2.44168 0.1 -0.1 -0.1
H -12.76039 4.64615 3.88503 0.3 -0.2 0.0
H -13.98271 4.34583 1.09993 0.0 0.0 0.1
H -14.71291 5.15276 2.49087 0.1 0.0 0.1
H -14.45650 3.39360 2.49853 0.0 0.1 0.1
H -9.23964 2.47179 2.23848 0.0 0.0 0.0
H -9.43309 1.75553 0.61407 -0.1 0.1 0.0
H -10.46643 1.19444 1.95563 0.0 0.1 0.0
```
Positions in Å, forces in eV/Å.

For the lowest unoccupied orbital energy, the calculation gives 1.6 eV. The gap between HOMO and LUMO is 6.2 eV. As for the charge: -1.